ORCA calculation (the ωB97M-V functional and the def2-TZVPD basis) on a cluster of 9 separate species, C36H60F12O23 in total.

XYZ file:
```
131
Properties=species:S:1:pos:R:3:forces:R:3
F 2.7698 5.1253 -1.7547 -0.4234 1.8068 0.0014
F 9.5366 2.8658 -3.6984 -1.0282 -2.5737 -0.2621
F 3.9240 1.1378 2.4909 0.3946 0.5843 -0.2125
F 1.7864 6.9658 -0.8830 1.2790 0.3437 -0.2621
F 3.1788 2.4314 0.8402 0.3034 -0.3948 0.7096
F 9.5454 0.6153 -3.2544 -0.1563 1.5596 0.1559
F 3.4649 4.2116 -4.2545 -0.2269 -1.1377 1.1068
F 2.3133 0.4619 1.2453 0.3926 0.6959 0.1335
F 1.7872 6.6470 -3.0592 0.7593 0.0232 0.4999
F 2.8642 2.1092 -4.6911 1.7108 -1.9569 0.4118
F 8.5620 1.2924 -4.9938 0.0219 0.8798 -0.3874
F 1.5147 3.2554 -3.6525 -1.2281 0.4370 3.2016
O -0.5059 5.5264 -2.5623 2.2082 0.2725 1.7583
O 0.7526 3.2964 -6.3141 -1.6905 -0.6472 -0.6995
O 3.7364 -1.3283 -4.3322 1.0101 0.0005 0.0007
O 0.4768 0.1145 -1.1354 0.2653 -0.5488 0.9336
O 2.5441 -3.2246 -4.6862 -0.1846 2.8300 1.9593
O 0.5718 2.0355 2.3289 1.7106 0.3080 -0.3369
O -2.7643 -4.8487 1.4298 -0.0230 1.6108 -0.9965
O -0.4721 -1.1504 0.3391 -0.5895 -0.1229 -0.0644
O -1.5741 0.7552 -0.3926 1.2774 -1.6170 0.4425
O -0.5984 -1.4288 7.5692 0.4100 0.3794 0.7996
O 7.2485 0.9333 -2.0671 1.9040 -1.5195 -0.7520
O -5.3020 -2.9196 1.9492 0.5372 1.4640 -0.4532
O -6.6102 -4.5184 2.2162 0.2834 0.0112 0.9385
O -4.0125 -6.2919 0.1979 0.8555 1.5383 0.1051
O 6.7809 2.8992 -3.0822 2.6660 -3.3032 -0.1875
O 2.1741 2.4987 3.8952 -0.4396 -0.0796 -2.2159
O 1.8117 -1.4000 -3.3364 1.5887 -1.3261 -1.5206
O -5.2784 -3.8513 4.0675 -1.5189 0.2755 -4.9950
O 0.3883 4.6968 -0.5683 0.1369 1.3053 -2.3692
O -3.5506 -4.2042 -0.5196 0.7181 1.4198 -0.0122
O -0.4533 -2.3155 9.4972 1.8564 1.5760 -0.4635
O 2.3588 4.9791 -6.4521 1.4137 1.5363 -0.7939
O -2.5329 -1.9121 8.6801 1.0508 0.9700 0.6292
C -4.1196 -4.3118 -1.8384 0.3502 0.2631 -0.8767
C -1.1654 -2.1161 11.8126 0.2533 0.6876 0.7191
C 6.1792 -1.2495 -4.7582 -1.3994 0.5473 -0.1257
C 0.6037 -2.0421 -3.0947 -2.3578 -1.2260 0.6893
C -1.3237 -1.7729 8.6676 -1.2584 -2.3499 -2.5976
C -4.9358 -0.7286 1.1139 -0.2457 -0.8420 0.9419
C -5.4080 -3.5291 -1.9471 -1.0412 -0.8454 0.5783
C 0.5026 5.3384 -1.6152 -3.6089 -2.3534 1.0163
C 1.7841 3.8477 -5.8905 1.6621 -0.7971 1.8550
C -1.0935 -2.3783 2.2847 1.1511 -0.3888 -0.3078
C 0.7920 1.3442 -1.8226 -1.2203 0.2613 -0.3755
C 0.4950 6.5128 -6.5171 0.1760 -1.0768 -0.6064
C -4.8575 -1.6542 2.4136 0.7672 2.3525 -1.7873
C 2.8648 1.5688 1.8278 -0.6818 -1.3038 -1.7829
C -1.1938 -1.1955 6.2950 -0.3681 0.5938 0.1626
C -5.6579 -3.7644 2.8420 -0.8346 -2.3684 4.8023
C 7.4832 1.8699 -2.9581 -2.5766 3.9467 0.6268
C 1.8546 2.1615 2.7608 -1.9409 0.2439 3.6050
C -3.4780 -5.1902 0.3316 -1.1785 -3.1806 0.9010
C -0.4895 2.5508 3.1430 -0.3729 -0.0976 0.9525
C 2.4475 3.3493 -4.5656 -0.9880 3.7038 -6.1909
C 4.7960 -1.8463 -5.1810 1.3338 -0.3605 -0.1556
C 2.6915 -2.1102 -4.1458 -1.0450 -1.3543 -1.1103
C -7.2762 -5.5806 2.9133 0.5914 -0.7120 -0.2629
C -1.7407 1.7788 2.8549 -1.1855 0.5082 -0.7222
C -2.5855 -5.7456 2.5142 -0.7432 -0.7263 -0.1033
C -0.6208 -0.0254 -0.3779 -0.4968 1.9177 -1.1471
C -0.8045 -3.0010 10.6428 -1.5662 -1.1763 0.8644
C 1.7766 6.0524 -1.8730 -0.1637 -0.8793 -0.5113
C 6.3062 1.1114 -1.0460 -1.3311 2.0783 0.8390
C 4.9657 0.4114 -1.2785 1.1030 0.5635 -0.1084
C -1.8747 3.6806 -3.3245 -0.5344 -0.5994 0.2872
C -1.6831 4.7805 -2.3046 -1.1688 -0.8077 -0.2757
C 8.8153 1.6623 -3.7462 0.3489 -0.0568 0.5521
C 1.6189 5.7698 -7.3731 -1.3697 -0.3077 1.4451
C -1.5928 -1.6877 1.0585 -1.6565 0.8194 0.7809
H 5.0930 -0.5883 -0.8631 -0.7986 -0.0309 -0.0736
H -7.1853 -5.4867 3.9954 -0.1104 0.1166 -0.1571
H -5.4532 -1.1921 3.2008 -0.4721 -0.6237 0.0163
H 6.2047 2.1909 -0.9347 -0.6143 0.1890 -0.4337
H 0.2635 -2.7979 -3.8026 0.7809 0.1070 -0.5862
H -6.1972 -4.1489 -1.5216 -0.2466 0.2866 0.3210
H 4.5767 -1.6070 -6.2216 -0.1835 0.2314 0.1075
H -0.2380 2.4919 4.2019 0.3571 0.0704 -0.0917
H -1.9232 -6.5445 2.1810 -0.1573 -0.1454 0.3068
H -5.3726 -2.5732 -1.4247 0.1829 -0.1364 0.0409
H -1.9236 1.8684 1.7841 0.1583 -0.8083 -0.2046
H 4.2177 1.0540 -0.8141 -0.1530 -0.6256 0.2713
H -2.1385 -1.7303 6.1962 0.0968 -0.0016 -0.0542
H -2.2867 -2.2971 0.4795 0.7036 -0.2885 -0.6077
H -1.9690 -1.4158 11.5847 -0.2419 -0.3222 -0.1623
H -0.3217 -3.0611 1.9296 0.1771 -0.2630 0.5151
H 0.3295 2.1848 -1.3053 0.3206 0.0188 0.1829
H -1.0692 2.9468 -3.3525 -0.0855 0.2135 -0.2852
H -0.0242 -3.7313 10.8571 0.4169 0.4918 0.0419
H -1.8435 -2.9388 2.8428 -0.1001 0.1871 -0.2444
H -0.2458 -1.3616 -3.0362 0.5127 0.6232 -0.1692
H 0.9357 6.9840 -5.6385 0.3677 0.5080 -0.4142
H -1.8771 0.7722 3.2501 0.6512 -0.1336 -0.2497
H -1.6437 -3.6365 10.3599 -0.4516 0.0348 0.2845
H 0.5627 -2.5700 -2.1420 0.5868 0.1191 0.2878
H -4.5256 -1.2627 0.2569 0.4458 0.1519 0.1879
H -1.7015 4.4410 -1.2690 0.2880 -0.2636 -0.1796
H 4.7162 0.3834 -2.3392 0.0876 -0.1491 -0.0033
H -2.2689 -0.9363 1.4665 0.3137 0.8588 -0.6160
H -4.4834 0.2554 1.2370 0.3523 -0.2422 0.1066
H 1.8641 1.4624 -1.9793 -0.1417 -0.3846 0.5256
H -4.1537 -5.3568 -2.1465 -0.4263 0.0154 0.2802
H -1.4111 -2.6636 12.7225 -0.3769 -0.4127 -0.2862
H -3.5581 -6.1040 2.8516 0.0164 -0.4447 -0.2727
H -2.6104 5.3392 -2.4314 0.4771 1.1313 0.1210
H -5.7437 -3.3333 -2.9654 0.5140 -0.0983 -0.1835
H -0.4725 -1.4545 5.5199 0.0283 -0.5197 0.3142
H -0.6426 -1.6123 2.9155 0.1669 -0.1794 0.2149
H -0.7032 3.5887 2.8876 0.4808 0.0739 -0.1145
H 2.2327 6.4664 -7.9441 0.7065 0.3488 0.8990
H -0.1863 7.1616 -7.0676 0.3704 0.4110 -0.1995
H 4.8460 -2.9339 -5.1283 -0.3185 0.0579 0.2525
H 6.1139 -0.1756 -4.9328 -0.0299 0.2098 0.5087
H -8.3007 -5.6904 2.5576 -0.0942 0.8457 0.1928
H -3.8472 -1.7115 2.8187 0.0646 -0.1951 -0.2301
H -2.1781 4.0374 -4.3088 0.8551 0.2821 -0.1300
H -2.6150 2.3153 3.2236 0.1277 0.3383 0.5297
H -1.3381 -0.1249 6.1498 -0.3579 0.0857 0.2248
H 1.3048 5.1402 -8.2056 -1.0790 -0.3209 0.2984
H -2.8010 3.1908 -3.0244 0.0148 -0.4828 0.3626
H 6.3716 -1.4815 -3.7107 0.0595 0.1879 -0.0235
H -2.1954 -5.2395 3.3973 0.3552 0.4566 -0.5467
H -0.3654 -1.4741 12.1814 0.5044 -0.0357 -0.4986
H -0.1790 5.8050 -6.0345 0.1460 -0.6223 -0.3454
H -5.9685 -0.5334 0.8247 -0.2368 -0.1678 0.3592
H 7.0510 -1.5200 -5.3538 -0.3737 -0.6962 -0.1964
H -3.4522 -3.8205 -2.5463 0.6986 -0.0755 0.4676
H -6.8476 -6.5223 2.5704 0.4838 -0.0436 0.2882
H 6.7224 0.9107 -0.0588 0.5077 -1.0020 -0.3175
H 0.3431 1.3205 -2.8156 0.0249 -0.2144 -0.0061
```
Forces are in eV/Å.

Net charge = -1
Highest occupied orbital energy (alpha / beta) = 0.0 / -4.9 eV
Orbital gap (alpha / beta) = 1.7 / 6.6 eV
Multiplicity = 2
⟨S²⟩ = 0.7530

=====

ORCA calculation (the ωB97M-V functional and the def2-TZVPD basis) on a structure of composition C36H60GeN6O5PTi.

XYZ file:
```
110
Properties=species:S:1:pos:R:3:forces:R:3
Ge -1.1009 0.5094 2.7858 -0.1539 -0.0714 0.3606
Ti -0.2378 -0.5875 -0.1563 0.2241 0.9017 -0.5065
P 2.3271 -0.8460 -0.7286 -0.0748 0.0210 0.0861
O -1.8539 -0.0902 1.2236 -0.2419 -0.2488 0.0970
O -0.4345 -1.0189 3.3887 0.1110 -0.0483 0.0528
O -0.3976 -0.5837 -2.2313 -0.0763 -0.2008 0.0064
O -1.2000 0.2431 -4.1308 -0.2217 0.1228 -0.1225
O 0.2014 1.3894 1.9701 0.0423 0.0045 -0.3016
N -3.5807 2.0800 -4.5012 0.1228 0.0148 0.0686
N -1.4580 -3.1856 -2.1118 0.0468 -0.0449 0.0164
N -0.3397 1.6366 -0.9476 -0.0468 -0.2344 -0.0143
N -0.3198 -2.8281 -0.1205 0.0103 -0.0498 0.1390
N -3.0093 1.6585 -6.6959 0.0321 -0.0216 0.0029
N -4.1714 0.0840 -5.4908 -0.0100 0.0173 0.0309
C -1.0992 1.6952 -2.2082 0.0024 -0.0736 -0.0548
C -2.8577 3.3544 -4.4369 -0.0301 0.0303 0.0171
C 3.1382 1.7252 -1.4278 0.0450 0.0047 -0.0534
C 0.2506 -3.3279 0.9962 0.0084 -0.1558 0.0728
C 0.3782 -0.5218 5.6317 0.0010 0.0393 0.0385
C 4.9640 -0.5142 0.2317 0.0287 -0.0445 -0.0417
C 0.3031 -4.6615 1.3019 0.0232 0.0291 0.0129
C 3.3278 2.7930 -2.2938 0.0002 -0.0050 0.0028
C -3.1536 -2.1554 1.5587 0.0150 -0.0110 0.0387
C -4.0601 0.0760 2.2518 -0.1610 0.0086 0.0402
C -1.3315 3.2420 -4.3690 -0.0475 -0.0939 0.0256
C 0.3953 -2.8265 4.6492 0.0220 -0.0347 0.0116
C 2.7387 -2.3976 -1.5945 0.0076 0.0304 -0.0676
C 0.9491 2.5431 2.4743 0.0154 -0.1668 0.0050
C -0.2706 -5.5573 0.3959 0.0256 -0.1260 0.0602
C -0.3661 -1.5141 4.7559 -0.0653 0.0503 -0.1096
C -0.8864 0.3623 -2.9566 0.1716 0.0126 0.0899
C -3.7449 -0.4341 -0.1753 -0.0253 -0.0458 -0.0040
C -0.8493 -5.0793 -0.7486 -0.0277 0.0471 -0.0697
C -0.7285 2.9621 -2.9914 0.0474 -0.0100 0.0312
C 2.7038 1.3951 -4.1447 -0.0003 -0.0241 -0.0092
C 5.9219 -0.5175 1.2331 -0.0007 0.0207 -0.0384
C -3.2199 -0.6713 1.2315 0.2341 0.1797 -0.0325
C 2.7346 0.4773 -1.9125 0.0142 0.0787 0.0883
C -1.7813 -1.7422 5.2619 -0.0190 -0.0107 0.1334
C -3.5605 1.2698 -5.5500 0.0236 -0.0273 -0.0443
C 3.2566 -0.9337 1.8705 0.0688 -0.0233 0.0080
C 2.5118 0.3255 -3.2783 -0.0334 0.0009 -0.0516
C 0.2212 3.1640 3.6572 0.0161 0.0444 0.0214
C 3.1119 2.6281 -3.6567 0.0213 0.0183 0.0008
C -0.8568 -3.6951 -0.9931 -0.0479 -0.0053 -0.0599
C 2.3313 2.0497 2.8683 -0.0085 0.0777 0.0037
C 5.5504 -0.7415 2.5538 -0.0210 -0.0059 0.0217
C 3.6200 -0.7251 0.5416 -0.0418 -0.1014 0.0973
C 1.0395 3.5389 1.3312 0.0636 0.1040 0.0145
C 4.2170 -0.9494 2.8730 0.0340 -0.0053 -0.0154
H -1.2938 -5.7460 -1.4758 0.0073 0.0033 0.0179
H -0.7895 3.4768 3.3811 0.0198 -0.0295 -0.0044
H -4.6999 -0.9443 -0.3087 -0.0060 0.0165 0.0157
H 2.5433 1.2572 -5.2066 0.0024 0.0005 0.0157
H -3.1669 3.9486 -5.2993 0.0378 0.0189 -0.0138
H -2.4757 2.5066 -6.7537 -0.0034 0.0144 0.0020
H 1.3799 -0.3346 5.2422 0.0010 0.0155 -0.0237
H -1.7618 -2.1329 6.2808 -0.0068 -0.0041 -0.0376
H -5.1034 -0.2264 2.1517 -0.0005 0.0159 0.0181
H 5.2651 -0.3442 -0.7958 -0.0074 -0.0032 0.0019
H -4.0508 -0.5859 -6.2296 0.0059 -0.0224 -0.0200
H 2.8632 1.6536 2.0017 -0.0426 0.0376 0.0567
H -3.0448 -0.8435 -0.9102 -0.0067 -0.0176 -0.0162
H -0.6599 2.3353 -0.2886 -0.0549 -0.0122 0.0409
H 0.7798 -4.9949 2.2122 -0.0101 -0.0092 -0.0192
H 0.5552 -3.2581 5.6378 -0.0276 0.0227 -0.0016
H -0.1668 -3.5429 4.0487 0.0140 0.0148 -0.0075
H -0.9480 3.8135 -2.3380 -0.0105 0.0047 0.0092
H 1.5163 3.0888 0.4591 -0.0211 0.0131 0.0485
H 1.6470 4.3929 1.6343 -0.0163 -0.0039 0.0003
H -0.9774 2.4922 -5.0753 -0.0054 -0.0415 -0.0070
H -2.3116 -2.4585 4.6332 0.0165 0.0207 0.0120
H 0.3605 2.9458 -3.1074 -0.0115 0.0218 -0.0330
H 2.9205 2.8621 3.2959 -0.0114 0.0140 -0.0118
H 3.2767 3.4550 -4.3360 -0.0023 -0.0127 0.0118
H -0.1649 0.4257 5.6986 0.0064 0.0007 -0.0275
H 0.4746 -0.9078 6.6474 0.0067 -0.0050 -0.0265
H 2.2116 -1.0551 2.1345 -0.0481 -0.0369 -0.0206
H 0.6723 -2.5981 1.6747 0.0099 0.0473 0.0527
H -3.8885 0.6334 -0.3582 0.0236 -0.0106 0.0065
H 3.3350 1.8562 -0.3692 0.0115 -0.0177 -0.0134
H -2.9806 1.0406 -7.4879 -0.0096 -0.0042 -0.0108
H -1.6654 -3.8556 -2.8337 -0.0161 -0.0158 -0.0006
H 0.6296 1.8701 -1.1589 0.0371 0.0063 0.0446
H -3.7653 -0.1588 3.2794 0.0358 -0.0056 -0.0351
H 0.1683 2.4726 4.5017 0.0003 -0.0391 -0.0014
H -2.3431 -0.8030 5.2839 0.0236 -0.0081 -0.0040
H 3.9248 -1.1152 3.9032 0.0079 0.0041 -0.0182
H 3.6629 3.7475 -1.9069 -0.0073 -0.0127 -0.0091
H 2.1835 -0.6261 -3.6774 -0.0009 0.0116 0.0104
H 1.3711 -2.6617 4.1872 -0.0041 -0.0055 0.0108
H -0.2522 -6.6224 0.5901 -0.0025 0.0263 -0.0049
H -0.9307 4.2043 -4.6972 -0.0153 -0.0069 0.0010
H -4.1437 -2.5157 1.8414 -0.0042 0.0086 -0.0289
H -4.0091 1.1563 2.0978 0.0211 -0.0186 -0.0060
H 2.0011 -2.6033 -2.3710 -0.0059 0.0197 0.0104
H -1.0925 -2.2962 -2.4431 -0.0310 0.0469 -0.0180
H 2.7002 -3.2044 -0.8620 -0.0079 -0.0155 0.0026
H 6.3029 -0.7498 3.3318 -0.0130 -0.0016 -0.0107
H 3.7357 -2.3603 -2.0331 0.0064 -0.0032 0.0016
H -4.4964 -0.2712 -4.6092 0.0045 -0.0187 0.0018
H 0.0522 3.9181 1.0561 0.0060 -0.0126 0.0107
H 0.7575 4.0487 4.0029 -0.0045 -0.0157 -0.0133
H 6.9621 -0.3517 0.9839 -0.0224 -0.0022 0.0043
H -2.4713 -2.3382 2.3897 -0.0343 0.0305 -0.0290
H -2.8172 -2.7331 0.7013 0.0595 -0.0418 -0.0525
H -3.2509 3.8837 -3.5692 0.0158 0.0037 0.0171
H -3.9496 1.7005 -3.6465 0.0027 -0.0076 0.0137
H 2.2556 1.2537 3.6089 -0.0055 0.0044 0.0293
H -2.1603 1.7029 -1.9302 -0.0300 0.0486 -0.0410
```
Forces are in eV/Å.

Net charge = +2
Highest occupied orbital energy (alpha / beta) = -11.3 / -13.0 eV
Orbital gap (alpha / beta) = 7.0 / 6.4 eV
Multiplicity = 4
Energy above the lowest of the compared OMol25 structures with the same formula, charge and spin = 0.176 eV
⟨S²⟩ = 3.7574

=====

The calculation returns the following max |F| values, one per record and in order: 7.28 1.06 eV Å⁻¹.